Entry 1:
C35H30BrCaN8O2 | ωB97M-V/def2-TZVPD

Geometry as ORCA input:
```
! wB97M-V def2-TZVPD RIJCOSX def2/J DEFGRID3
* xyz 1 1
Ca 0.21 0.15 -0.01
C -1.01 1.57 2.79
N -1.50 0.75 1.69
C -2.38 1.58 0.87
C -2.89 0.95 -0.38
C -4.19 1.24 -0.80
C -4.64 0.75 -2.01
C -3.78 -0.05 -2.75
C -2.52 -0.30 -2.25
N -2.07 0.20 -1.11
C -2.21 -0.42 2.21
C -2.40 -1.49 1.18
C -3.65 -2.08 0.96
C -3.76 -3.10 0.03
C -2.62 -3.51 -0.64
C -1.42 -2.88 -0.34
N -1.31 -1.90 0.54
C 0.26 2.33 2.48
C 0.54 3.52 3.15
C 1.79 4.08 3.01
C 2.72 3.45 2.18
C 2.34 2.29 1.54
N 1.14 1.73 1.69
H -1.77 2.28 3.14
H -0.77 0.92 3.64
H -3.23 1.94 1.47
H -1.79 2.44 0.55
H -4.84 1.83 -0.17
H -5.63 0.98 -2.37
H -4.09 -0.46 -3.70
H -1.84 -0.96 -2.78
H -1.61 -0.86 3.01
H -3.19 -0.13 2.64
H -4.51 -1.74 1.52
H -4.71 -3.57 -0.16
H -2.66 -4.30 -1.37
H -0.50 -3.19 -0.83
H -0.20 3.97 3.79
H 2.06 4.99 3.53
H 3.71 3.85 2.06
H 3.02 1.76 0.88
C 2.78 -2.12 4.92
C 3.36 -2.94 3.96
C 3.07 -2.77 2.62
C 2.17 -1.76 2.22
C 1.59 -0.95 3.20
C 1.90 -1.12 4.53
N 1.85 -1.50 0.90
N 2.37 -2.28 0.07
C 2.16 -2.12 -1.27
C 3.12 -2.72 -2.10
C 2.97 -2.63 -3.47
C 1.87 -1.94 -3.96
C 0.96 -1.39 -3.06
N 1.09 -1.48 -1.75
H 3.03 -2.25 5.96
H 4.04 -3.72 4.27
H 3.54 -3.39 1.88
H 0.93 -0.17 2.86
H 1.45 -0.47 5.28
H 3.95 -3.23 -1.65
H 3.69 -3.07 -4.14
H 1.71 -1.84 -5.03
H 0.10 -0.85 -3.43
Br 0.07 6.69 -3.98
C 1.06 5.10 -3.65
C 2.20 4.82 -4.39
N 2.91 3.73 -4.21
C 2.53 2.87 -3.28
C 1.41 3.06 -2.48
C 0.64 4.20 -2.68
C 1.02 2.04 -1.45
O 1.79 1.08 -1.23
O -0.07 2.19 -0.85
H 2.55 5.50 -5.16
H 3.14 1.99 -3.16
H -0.26 4.37 -2.11
*
```

Calculated values
HOMO energy   -11.0 eV
Max |F|   2.315 eV/A

Entry 2:
C10H20F3NO5P | ωB97M-V/def2-TZVPD

Geometry as ORCA input:
```
! wB97M-V def2-TZVPD RIJCOSX def2/J DEFGRID3
* xyz -1 1
C -3.79 3.10 -0.15
P -3.72 1.74 1.20
O -5.38 1.67 1.74
N -2.68 2.23 2.49
C -3.35 2.94 3.51
F -4.18 3.98 3.08
F -4.13 2.10 4.31
F -2.37 3.44 4.39
H -3.07 2.79 -0.95
H -4.82 3.14 -0.61
H -3.55 4.07 0.34
H -5.84 1.32 0.96
O -2.33 1.64 -3.37
C -1.27 1.18 -3.02
O -1.02 0.97 -1.73
C 0.13 0.27 -1.23
C 1.33 1.18 -1.12
C -0.19 0.91 -4.03
H 0.33 -0.62 -1.83
H -0.15 -0.09 -0.24
H 1.63 1.57 -2.09
H 2.18 0.64 -0.69
H 1.10 2.04 -0.49
H 0.34 1.84 -4.24
H -0.65 0.55 -4.95
H 0.52 0.15 -3.72
O 3.94 -0.79 -0.30
C 3.64 -1.90 0.06
O 2.53 -2.08 0.79
C 1.98 -3.36 1.12
C 2.64 -3.94 2.35
C 4.53 -3.08 -0.22
H 2.01 -4.04 0.26
H 0.92 -3.19 1.33
H 3.71 -4.11 2.19
H 2.18 -4.89 2.62
H 2.56 -3.25 3.19
H 5.33 -3.11 0.52
H 4.97 -2.95 -1.21
H 4.01 -4.03 -0.24
*
```

Calculated values
HOMO energy   -2.8 eV
Max |F|   3.727 eV/A

Entry 3:
C40H102N6O13 | ωB97M-V/def2-TZVPD

Geometry as ORCA input:
```
! wB97M-V def2-TZVPD RIJCOSX def2/J DEFGRID3
* xyz 0 1
C 17.84 5.45 21.39
C 16.74 4.47 21.68
C 15.93 4.79 22.91
O 15.96 4.40 20.43
H 18.34 5.08 20.50
H 18.41 5.73 22.28
H 17.34 6.38 21.10
H 17.28 3.53 21.77
H 15.71 5.85 22.84
H 16.49 4.44 23.78
H 14.95 4.33 23.02
H 15.20 4.97 20.57
C 12.71 4.44 21.98
C 13.79 4.61 20.95
C 12.94 4.85 19.61
O 14.70 5.73 21.23
H 13.27 4.15 22.87
H 11.96 3.69 21.74
H 12.18 5.34 22.30
H 14.22 3.62 20.86
H 12.08 5.53 19.64
H 12.45 3.92 19.32
H 13.66 5.09 18.83
H 14.14 6.46 21.52
C 18.72 6.37 17.60
O 19.04 7.69 17.53
C 20.35 7.95 17.09
C 21.19 8.91 18.00
N 21.70 8.25 19.23
C 20.78 7.96 20.33
C 19.94 9.10 21.05
O 20.84 10.06 21.69
C 20.23 10.73 22.77
H 19.19 5.67 16.91
H 17.65 6.38 17.38
H 19.02 5.95 18.56
H 20.26 8.27 16.05
H 20.98 7.06 17.05
H 20.49 9.70 18.27
H 22.03 9.01 17.32
H 22.68 8.31 19.49
H 21.38 7.58 21.17
H 20.05 7.19 20.08
H 19.13 8.67 21.63
H 19.39 9.66 20.29
H 19.71 11.59 22.35
H 20.96 11.05 23.52
H 19.48 10.10 23.26
C 21.43 10.85 13.11
O 20.62 11.27 14.13
C 20.21 12.63 14.09
C 18.92 12.80 14.90
N 17.94 11.76 14.43
C 16.79 11.47 15.30
C 15.84 10.44 14.78
O 14.85 10.19 15.79
C 15.15 9.06 16.60
H 21.30 9.77 13.17
H 22.48 11.04 13.32
H 21.29 11.02 12.04
H 20.05 13.11 13.13
H 20.99 13.25 14.54
H 18.53 13.82 14.83
H 19.20 12.60 15.93
H 18.58 11.01 14.64
H 16.14 12.31 15.53
H 17.06 11.36 16.35
H 16.33 9.63 14.25
H 15.31 10.88 13.93
H 14.51 9.20 17.48
H 16.20 9.01 16.89
H 14.86 8.20 16.00
C 14.20 2.12 7.44
O 14.79 1.09 8.18
C 14.99 1.33 9.63
C 13.64 1.50 10.28
N 13.77 1.56 11.75
C 14.66 2.51 12.28
C 14.64 2.51 13.83
O 13.44 2.98 14.30
C 13.42 3.29 15.69
H 13.15 2.20 7.74
H 14.33 1.94 6.38
H 14.70 3.07 7.61
H 15.65 2.18 9.79
H 15.52 0.49 10.06
H 12.89 0.71 10.17
H 13.03 2.26 9.79
H 12.83 1.83 12.01
H 14.41 3.53 12.00
H 15.66 2.21 11.94
H 15.47 3.16 14.10
H 14.82 1.50 14.21
H 13.42 2.45 16.38
H 12.46 3.79 15.85
H 14.15 4.01 16.06
C 16.55 0.87 24.16
O 16.54 0.58 22.79
C 17.25 -0.57 22.60
C 17.62 -0.73 21.19
N 18.83 0.00 20.77
C 18.81 1.49 21.01
C 17.87 2.32 20.12
O 18.05 2.11 18.63
C 17.43 3.08 17.77
H 15.77 0.48 24.81
H 16.24 1.92 24.10
H 17.46 0.80 24.76
H 16.79 -1.45 23.04
H 18.16 -0.56 23.20
H 16.96 -0.34 20.41
H 17.76 -1.81 21.15
H 19.11 -0.14 19.81
H 19.82 1.90 21.10
H 18.42 1.67 22.01
H 18.09 3.37 20.34
H 16.87 2.04 20.44
H 16.41 3.29 18.08
H 17.45 2.63 16.78
H 18.12 3.91 17.62
C 10.70 5.11 15.69
O 10.87 4.03 16.60
C 10.49 2.73 16.25
C 11.03 1.65 17.20
N 12.49 1.68 17.29
C 12.99 2.79 18.08
C 14.42 2.42 18.65
O 14.29 1.26 19.34
C 15.46 0.81 20.13
H 11.17 6.06 15.97
H 9.63 5.30 15.64
H 11.13 4.92 14.70
H 10.75 2.43 15.23
H 9.41 2.68 16.31
H 10.79 0.59 17.11
H 10.64 1.87 18.20
H 12.91 0.96 17.86
H 12.33 2.91 18.94
H 12.99 3.76 17.58
H 14.87 3.24 19.22
H 15.16 2.19 17.89
H 16.32 0.71 19.46
H 15.45 -0.20 20.54
H 15.69 1.36 21.04
C 15.60 3.40 16.18
C 16.28 4.25 17.33
C 16.28 5.77 16.96
O 16.43 6.57 18.17
C 16.42 7.99 18.08
N 15.60 4.07 18.54
H 14.52 3.35 16.34
H 15.84 2.35 16.35
H 15.87 3.78 15.20
H 17.34 4.01 17.43
H 15.40 6.03 16.37
H 17.19 5.96 16.39
H 17.14 8.42 18.77
H 15.55 8.59 18.33
H 16.69 8.25 17.05
H 14.84 4.70 18.75
H 16.19 3.90 19.34
*
```

Calculated values
HOMO energy   -5.6 eV
Max |F|   15.492 eV/A

Entry 4:
CH5NO2S | ωB97M-V/def2-TZVPD

Geometry as ORCA input:
```
! wB97M-V def2-TZVPD RIJCOSX def2/J DEFGRID3
* xyz 0 1
C -1.01 -0.56 0.67
N 1.55 0.39 -0.06
O -0.09 0.46 -1.94
O -1.41 0.71 0.73
S 0.50 -0.60 -1.09
H -0.39 -0.71 1.45
H -1.64 -1.39 0.40
H 2.08 -0.26 0.60
H 2.19 0.92 -0.67
H -1.77 1.04 -0.10
*
```

Calculated values
HOMO energy   -8.2 eV
Max |F|   3.891 eV/A

Entry 5:
C44H62BBaN10O2S | ωB97M-V/def2-TZVPD

Geometry as ORCA input:
```
! wB97M-V def2-TZVPD RIJCOSX def2/J DEFGRID3
* xyz 1 1
Ba -0.81 0.01 -0.11
C 0.38 2.03 3.15
C -0.97 2.48 2.68
C -1.83 3.42 3.25
C -2.92 3.47 2.40
C -4.15 4.31 2.51
N -2.70 2.59 1.39
N -1.50 1.99 1.57
B -3.62 2.33 0.16
N -4.21 0.89 0.12
N -3.44 -0.24 0.09
C -4.27 -1.28 0.09
C -3.75 -2.68 0.07
C -5.60 -0.83 0.13
C -5.52 0.54 0.14
C -6.63 1.54 0.18
N -2.90 2.72 -1.16
N -1.74 2.16 -1.61
C -1.41 2.79 -2.73
C -0.17 2.44 -3.48
C -2.36 3.77 -3.03
C -3.29 3.70 -2.01
C -4.52 4.53 -1.83
H 0.44 2.04 4.24
H 0.61 1.01 2.82
H 1.17 2.68 2.77
H -1.70 4.00 4.15
H -4.10 4.91 3.42
H -4.26 4.98 1.66
H -5.05 3.70 2.56
H -4.55 3.06 0.27
H -2.67 -2.69 0.05
H -4.08 -3.23 0.95
H -4.12 -3.22 -0.81
H -6.50 -1.42 0.14
H -7.58 1.01 0.19
H -6.58 2.17 1.07
H -6.61 2.19 -0.69
H -0.03 1.36 -3.55
H -0.21 2.85 -4.49
H 0.71 2.86 -2.98
H -2.38 4.45 -3.87
H -4.61 5.22 -2.66
H -5.42 3.91 -1.80
H -4.48 5.11 -0.91
C -2.92 -0.52 -3.41
C -1.66 -1.33 -3.46
C -0.97 -1.53 -4.66
C 0.18 -2.28 -4.66
C 0.63 -2.84 -3.47
C -0.10 -2.60 -2.32
N -1.21 -1.85 -2.32
C 0.27 -3.27 -1.03
C 0.75 -4.57 -1.04
C 0.94 -5.22 0.17
C 0.63 -4.56 1.35
C 0.18 -3.24 1.29
N 0.03 -2.63 0.12
C -0.23 -2.53 2.54
C 0.39 -2.84 3.74
C -0.07 -2.24 4.90
C -1.16 -1.40 4.81
C -1.74 -1.13 3.57
C -2.95 -0.25 3.48
N -1.25 -1.66 2.45
H -3.52 -0.69 -4.31
H -2.70 0.55 -3.36
H -3.51 -0.78 -2.53
H -1.36 -1.10 -5.58
H 0.72 -2.45 -5.59
H 1.52 -3.45 -3.45
H 0.93 -5.09 -1.97
H 1.28 -6.24 0.19
H 0.70 -5.07 2.30
H 1.23 -3.53 3.76
H 0.39 -2.45 5.85
H -1.58 -0.94 5.70
H -3.63 -0.47 4.30
H -3.46 -0.39 2.53
H -2.67 0.81 3.57
O 2.09 -0.81 1.91
C 3.05 -1.55 2.10
C 3.84 -1.50 3.40
C 5.39 -1.38 3.28
C 5.93 -1.27 1.86
C 5.86 -2.59 1.08
C 4.57 -3.35 1.34
N 3.39 -2.51 1.21
H 3.58 -2.41 3.96
H 3.43 -0.67 3.95
H 5.86 -2.24 3.78
H 5.70 -0.50 3.85
H 6.96 -0.93 1.89
H 5.38 -0.50 1.32
H 6.70 -3.24 1.37
H 5.98 -2.40 0.01
H 4.58 -3.79 2.34
H 4.46 -4.19 0.65
H 2.87 -2.51 0.35
C 3.94 1.24 -5.28
C 3.49 1.26 -3.83
C 3.23 -0.16 -3.34
S 2.66 -0.43 -1.65
O 1.25 0.11 -1.60
C 3.65 0.72 -0.67
C 3.08 2.13 -0.52
C 3.84 2.88 0.56
H 4.12 2.25 -5.65
H 3.19 0.78 -5.92
H 4.87 0.68 -5.40
H 2.57 1.84 -3.73
H 4.25 1.74 -3.21
H 4.11 -0.80 -3.46
H 2.42 -0.63 -3.91
H 4.66 0.70 -1.08
H 3.67 0.25 0.32
H 2.03 2.06 -0.27
H 3.13 2.67 -1.47
H 3.79 2.35 1.51
H 3.40 3.87 0.72
H 4.89 3.02 0.31
*
```

Calculated values
HOMO energy   -10.3 eV
Max |F|   0.705 eV/A

Entry 6:
C5H8N2O2 | ωB97M-V/def2-TZVPD

Geometry as ORCA input:
```
! wB97M-V def2-TZVPD RIJCOSX def2/J DEFGRID3
* xyz 0 1
C 1.35 -0.16 0.30
C -1.58 0.69 -1.61
C 0.72 0.66 1.39
C -1.07 -0.28 -0.59
C 0.38 -0.68 -0.72
N 0.32 -0.03 2.50
N 0.72 -1.46 -1.71
O 0.55 1.87 1.30
O -1.71 -0.72 0.36
H -0.03 -0.98 2.37
H -0.23 0.51 3.16
H 1.72 -1.66 -1.69
H 2.08 0.47 -0.22
H 1.90 -1.00 0.73
H -1.18 1.68 -1.40
H -2.67 0.72 -1.56
H -1.29 0.37 -2.61
*
```

Calculated values
HOMO energy   -10.0 eV
SMILES   [H]/N=C(\CC(N)=O)C(C)=O
Max |F|   2.517 eV/A

Computed values of energy relative to the best compared isomer or geometry (same formula, charge and spin) (unit: kJ/mol) for the preceding records, in sequence: 52.6, 85.2, 4892.8, 289.5, 0.0, 107.7.
Computed values of HOMO-LUMO gap (unit: eV) for the preceding records, in sequence: 7.35, 4.90, 5.72, 8.87, 8.04, 10.51.